# 1
30
Properties=species:S:1:pos:R:3:forces:R:3:lowdin_charge:R:1 method="wB97M-V/def2-TZVPD" molar_mass_g_mol=318.16 smiles="O=C1OC[C@@H](F)O1.O=C1OC[C@@H](F)O1.O=C1OC[C@@H](F)O1" de_lowest_kj_mol=227.7 e_lumo_ev=-0.24 energy_ha=-1325.07874 gap_ev=11.03
O -1.86568 -0.08987 5.57346 1.7 1.7 -4.3 0.1171
C -1.50745 0.39961 4.47787 -3.6 -1.1 4.0 -0.5323
O -2.38519 0.89136 3.57346 -1.1 0.1 0.6 0.0551
C -1.75271 1.55871 2.48754 -0.1 -1.0 0.9 -0.0371
C -0.27480 1.17521 2.73402 -2.6 -3.4 -0.8 -0.3801
F 0.53128 2.13591 2.76755 3.1 5.1 0.6 0.1531
O -0.30621 0.59809 4.03810 2.5 -0.5 -0.8 0.1792
H -2.27424 1.11967 1.63704 0.7 0.3 -0.5 0.1327
H -1.90374 2.63578 2.55982 0.0 0.0 0.0 0.1431
H 0.18546 0.55520 1.96470 -0.7 -1.4 0.3 0.1596
O 0.57004 -5.82350 -1.75078 1.1 2.3 -1.6 0.1513
C 0.73904 -4.64254 -1.98749 -0.7 -1.3 3.4 -0.4838
O -0.27131 -3.79028 -2.20208 -0.1 -0.1 -0.8 0.0806
C 0.19426 -2.45345 -2.12085 -0.6 0.4 -0.9 -0.1012
C 1.46552 -2.53426 -1.33167 -1.2 -1.1 -0.8 -0.2595
F 1.18796 -2.37430 0.01518 0.8 -0.2 -0.6 0.0496
O 1.88457 -3.90361 -1.63485 -0.5 1.1 0.1 0.1019
H 0.42643 -2.03342 -3.09950 0.1 -0.4 -0.3 0.1235
H -0.60618 -1.80721 -1.76060 0.2 -0.3 0.6 0.1386
H 2.09859 -1.75770 -1.76095 0.9 -0.4 0.9 0.1619
O 0.81726 0.33974 -3.49622 -1.2 2.6 2.2 0.1388
C 0.51918 1.07721 -2.55221 1.8 -2.5 -4.0 -0.5164
O 0.44588 0.63021 -1.33170 -0.8 1.8 2.1 0.1032
C 0.07568 1.81931 -0.54469 0.6 -0.3 1.2 -0.0173
C 0.41684 3.02160 -1.44385 0.9 -2.2 3.7 -0.3085
F 1.76142 3.32367 -1.21687 -0.6 0.4 -0.1 0.0514
O 0.32771 2.42784 -2.62987 -0.7 0.2 -3.4 0.1615
H -0.97370 1.75370 -0.25733 0.0 0.0 -0.3 0.1317
H 0.68294 1.91887 0.35500 0.1 -0.5 -0.1 0.1218
H -0.20884 3.82843 -1.06224 0.0 0.6 -1.5 0.1805


# 2
41
Properties=species:S:1:pos:R:3:forces:R:3:lowdin_charge:R:1 method="wB97M-V/def2-TZVPD" molar_mass_g_mol=744.45 de_lowest_kj_mol=6.0 e_lumo_ev=-0.86 energy_ha=-3782.34033 gap_ev=8.77
Ta 0.73814 -0.34890 -0.46556 0.6 0.0 -0.2 1.4256
O 0.48393 1.18036 -2.07810 -0.2 0.0 0.0 -0.2497
C -0.66890 1.11681 -2.93145 -0.2 0.1 -0.1 -0.1537
C -1.82687 0.97155 -1.97766 0.1 -0.1 0.0 -0.1267
N -1.62807 -0.19862 -1.09581 0.0 -0.2 0.1 -0.2232
C -1.94657 -1.46912 -1.77045 0.0 0.1 -0.1 -0.0651
C -0.72175 -2.02679 -2.49285 0.0 -0.1 0.0 -0.5903
O -0.81072 -2.83945 -3.36620 0.0 0.0 0.0 0.1348
O 0.43164 -1.52939 -2.05021 0.0 0.1 0.2 -0.2095
C -2.33060 0.02221 0.17722 -0.1 0.0 0.0 -0.0744
C -1.48872 0.94892 1.04409 0.0 0.1 0.2 -0.5810
O -1.93389 1.63098 1.91513 0.0 0.0 -0.1 0.1499
O -0.17915 0.90227 0.74055 0.3 -0.4 -0.1 -0.2673
H 1.30843 1.35800 -2.54847 0.0 0.0 0.0 0.0937
H -0.76703 2.04616 -3.49251 0.1 0.0 0.0 0.1404
H -0.58070 0.28088 -3.62678 0.0 0.0 0.0 0.1307
H -1.86599 1.86333 -1.35039 0.0 0.0 0.0 0.1289
H -2.77191 0.88266 -2.52102 0.0 0.0 0.0 0.1446
H -2.24485 -2.21281 -1.03272 0.1 0.0 0.0 0.1260
H -2.76005 -1.36124 -2.49099 0.0 0.0 0.0 0.1426
H -3.32550 0.45212 0.04495 0.0 0.0 0.0 0.1476
H -2.43025 -0.91993 0.71615 0.0 0.0 0.0 0.1277
S 1.68496 3.33802 2.09783 0.0 0.0 0.1 0.7791
C 0.93808 3.85169 0.85746 -0.1 0.1 -0.1 -1.4126
S 2.77234 0.40660 -0.50310 -0.2 0.0 0.0 0.1847
S 0.18240 4.40225 -0.39135 0.0 -0.1 0.1 0.6983
F 1.77053 -2.55256 4.88070 0.0 -0.1 0.0 0.1610
C 1.20337 -1.66329 4.07962 0.1 0.2 0.0 -0.6812
F 0.77621 -0.62995 4.79653 0.0 0.0 0.0 0.1592
F 2.10519 -1.23614 3.19361 -0.1 0.0 0.1 0.1371
S -0.22856 -2.40283 3.19417 -0.1 0.0 -0.1 0.6419
O -0.68349 -1.35799 2.30059 -0.1 -0.2 0.2 -0.3082
O -1.08785 -2.93520 4.19158 0.0 0.1 0.0 -0.2261
N 0.48350 -3.56968 2.36151 0.0 0.0 0.0 -0.2654
S 0.58117 -3.40713 0.83410 -0.1 0.1 -0.1 0.6824
O 1.30927 -2.15237 0.43455 -0.3 0.4 0.1 -0.4961
O -0.58911 -3.63991 0.04335 0.0 0.0 0.0 -0.2340
C 1.83849 -4.68040 0.40673 0.1 -0.1 0.1 -0.6906
F 1.36599 -5.87788 0.71065 0.0 0.0 0.0 0.1711
F 2.07297 -4.60881 -0.89262 0.0 0.0 0.0 0.1753
F 2.95365 -4.45104 1.07916 0.0 0.0 0.0 0.1724


# 3
21
Properties=species:S:1:pos:R:3:forces:R:3:lowdin_charge:R:1 method="wB97M-V/def2-TZVPD" molar_mass_g_mol=159.19 de_lowest_kj_mol=589.9 e_lumo_ev=0.31 energy_ha=-512.43013 gap_ev=7.63
C -2.28958 -0.35330 -0.02198 -0.8 -6.1 -0.1 -0.3263
C -2.43455 1.01128 -0.14745 2.5 -0.4 -0.2 -0.0453
C -1.13672 1.56891 0.06212 -2.9 1.0 -1.4 -0.0289
C 0.08163 0.86280 0.21998 -7.8 -2.1 2.0 -0.2901
C 1.08172 1.65062 0.11628 12.3 3.2 -0.7 -0.0864
C 2.36179 0.98927 0.06280 -2.6 -1.6 0.0 0.0126
C 2.49455 -0.51408 0.04588 -4.9 1.9 1.6 -0.3573
C 0.14111 -0.55402 0.47490 0.4 -2.7 -5.7 -0.1483
C -1.05798 -1.23480 -0.11315 -2.0 4.0 3.6 0.0515
H -4.24427 -1.05466 0.92410 2.3 -0.3 -2.4 0.0983
H -3.52344 -2.32847 -0.47515 -0.2 5.1 2.8 0.2022
H -3.38130 1.29004 -0.69496 1.2 0.6 1.4 0.1315
H -1.02867 2.64419 -0.11440 0.1 -0.3 0.2 0.1065
H 1.39274 2.79434 -0.01673 -2.3 -2.4 0.4 0.1742
H 3.16692 1.64852 -0.02867 1.6 0.4 -0.3 0.0578
H 3.77777 -2.07767 -0.03885 -0.3 0.5 -0.1 0.1123
H 4.48998 -0.53757 -0.12487 -0.2 -0.1 -0.2 0.1026
H -1.33068 -2.29496 -0.23079 0.9 0.5 0.4 0.0800
N -3.57966 -1.12900 0.05083 -0.2 -3.2 -1.4 -0.0617
N 3.65486 -1.09086 -0.26591 1.5 -1.0 0.2 0.1126
N 1.36380 -1.29057 0.31600 1.3 2.9 0.0 0.1021


# 4
23
Properties=species:S:1:pos:R:3:forces:R:3:lowdin_charge:R:1 method="wB97M-V/def2-TZVPD" molar_mass_g_mol=191.19 smiles="O=c1cc[nH]c(=O)[nH]1.c1ccncc1" de_lowest_kj_mol=339.7 e_lumo_ev=0.01 energy_ha=-663.03988 gap_ev=9.69
O -1.09339 -1.93065 -0.06760 -2.7 1.1 -1.0 0.0697
C -2.13690 -1.29111 -0.21163 1.4 1.6 2.0 -0.3560
C -3.42350 -1.43837 0.50571 1.5 -4.9 1.3 -0.0378
C -4.37444 -0.55209 0.44801 1.8 2.3 -2.6 -0.0916
N -4.14103 0.66611 -0.30241 -2.5 0.7 3.5 0.0811
C -2.80669 1.18365 -0.49540 -2.9 2.9 -1.9 -0.4456
O -2.66193 2.45279 -0.66083 0.5 -5.7 1.1 0.0117
N -2.04312 0.07907 -0.82926 4.3 0.1 1.4 0.1621
H -3.57358 -2.40097 1.18072 0.5 2.1 -1.8 0.1610
H -5.31947 -0.75064 0.84143 -1.4 0.3 0.7 0.1049
H -4.82858 1.32229 0.19164 1.7 -0.3 -1.8 0.1679
H -0.98247 0.29533 -0.72735 -2.3 -0.3 -1.0 0.1574
C 4.04654 0.89656 0.74272 -1.3 3.1 1.2 -0.0968
C 4.68885 -0.01060 -0.08526 2.4 -0.4 0.2 -0.1076
C 3.92804 -0.87543 -0.87728 -1.8 -0.9 -0.6 -0.1641
N 2.57285 -0.81608 -0.91367 0.3 1.4 1.9 0.0482
C 1.96957 0.15423 -0.12702 1.6 -0.3 -1.5 -0.1308
C 2.64441 1.13735 0.61370 0.7 -3.0 -1.0 -0.0651
H 4.45728 1.64628 1.52899 0.4 -1.7 -1.8 0.1317
H 5.84936 -0.07546 -0.12555 -2.3 0.0 0.3 0.1301
H 4.27260 -1.77105 -1.48995 0.3 1.7 0.8 0.1225
H 0.90150 0.16291 -0.19732 -0.4 0.0 0.0 0.0542
H 2.05408 1.91586 1.05762 0.3 0.2 0.5 0.0928


# 5
23
Properties=species:S:1:pos:R:3:forces:R:3:lowdin_charge:R:1 method="wB97M-V/def2-TZVPD" molar_mass_g_mol=191.19 de_lowest_kj_mol=1700.9 e_lumo_ev=-1.15 energy_ha=-662.52142 gap_ev=7.08
C -1.08023 -1.52059 -1.65333 0.9 -3.8 1.1 -0.4337
C -1.22813 -1.97157 -0.16647 1.1 -1.8 -2.1 0.0012
C -0.44738 -1.36429 0.70812 2.6 -4.0 5.5 -0.1405
C 1.15186 -0.47420 -0.91568 -5.6 0.7 -0.8 -0.6745
C -0.72772 0.36947 -0.02764 -2.8 4.2 -2.1 -0.1775
C -0.99495 0.92697 1.17883 -2.3 2.8 2.3 -0.0883
C -0.08114 1.78121 1.75206 1.0 -1.3 -0.2 -0.0175
C 1.02922 1.99728 0.90598 2.1 1.2 -1.1 -0.0276
C 1.18490 1.46779 -0.40702 -2.8 4.8 3.4 -0.0509
H 0.42435 -0.64100 -2.62694 0.2 0.8 -3.3 0.1407
H -2.02983 -2.58899 -0.04049 -2.0 -1.3 1.0 0.0957
H -0.64873 -1.09449 1.84292 0.4 -2.0 -2.3 0.1928
H 1.45734 -0.44028 1.08367 -1.8 -0.8 -0.7 0.2194
H -1.29032 -0.46964 -0.35027 -1.8 3.6 -0.6 0.0531
H -1.80910 0.52458 1.78825 0.0 0.4 -0.5 0.1300
H -0.11596 1.93489 2.86569 0.1 0.6 -1.5 0.1392
H 1.93366 2.58093 1.10166 -0.7 0.2 0.9 0.1072
H 1.88861 1.75401 -1.10163 0.9 2.1 -0.6 0.1206
N 0.17547 -1.01265 -1.78555 -0.9 -8.5 -4.6 0.2021
N 0.69273 -0.64093 0.37889 5.3 -9.2 8.7 0.0764
N 0.24960 0.60767 -0.87933 -2.2 14.6 -1.6 -0.0035
O -1.93889 -1.82455 -2.49035 1.5 1.4 0.7 0.0607
O 2.20462 0.09836 -1.16138 6.8 -4.7 -1.8 0.0750


# 6
23
Properties=species:S:1:pos:R:3:forces:R:3:lowdin_charge:R:1 method="wB97M-V/def2-TZVPD" molar_mass_g_mol=191.19 smiles="O=c1cc[nH]c(=O)[nH]1.c1ccncc1" de_lowest_kj_mol=260.8 e_lumo_ev=0.16 energy_ha=-663.06990 gap_ev=9.74
O 0.89056 -3.13118 -1.60377 -0.1 1.2 0.1 0.0833
C 0.34961 -2.58571 -0.66608 0.4 -1.8 2.0 -0.4409
C -1.03729 -2.85381 -0.26362 -1.9 1.2 1.6 0.0242
C -1.52644 -2.44513 0.96572 2.2 -0.8 -1.8 -0.0176
N -0.61878 -1.97534 1.91243 -4.5 -2.8 -1.7 0.1265
C 0.48418 -1.47026 1.54310 7.7 3.7 0.1 -0.5860
O 1.05637 -0.65628 2.29324 -0.3 -0.8 -1.1 0.0416
N 1.07363 -1.90902 0.37173 -2.0 -1.1 -1.9 0.2196
H -1.68840 -3.31643 -0.98134 -0.1 0.0 -0.2 0.1066
H -2.50487 -2.37481 1.37731 -0.9 -0.8 -0.4 0.1190
H -0.98640 -1.44676 2.61724 -1.2 1.3 2.5 0.1309
H 1.99883 -1.71985 0.05974 0.8 0.8 0.6 0.1532
C -0.05193 3.39384 -0.15908 -1.4 -0.9 1.4 -0.0817
C -0.63092 2.15720 0.11312 -3.5 -0.9 2.6 -0.0901
C -0.43725 0.99103 -0.62742 2.3 1.6 0.0 -0.1277
N 0.60488 0.99733 -1.51616 -1.6 -1.2 0.3 0.0660
C 1.28129 2.11853 -1.62091 1.4 -0.6 -3.7 -0.1974
C 0.96727 3.27827 -1.02062 1.6 3.6 0.5 -0.1371
H -0.38849 4.35082 0.28535 0.4 -0.9 -0.1 0.1247
H -1.36078 2.02777 1.01758 1.0 0.6 -1.9 0.1306
H -1.06037 0.10707 -0.43981 0.6 0.2 -0.3 0.0935
H 1.98661 2.28802 -2.53380 -0.7 -1.2 1.9 0.1414
H 1.59867 4.17469 -1.12395 -0.2 -0.5 -0.7 0.1176